{"formula": "C21H58N7O4P2Si", "method": "wB97M-V/def2-TZVPD", "energy_ha": -2491.19462, "charge": 1, "lumo_energy_ev": -2.687, "spin_multiplicity": 1, "elements": ["C", "Si", "C", "C", "O", "C", "C", "C", "C", "O", "C", "C", "N", "H", "H", "H", "H", "H", "H", "H", "H", "H", "H", "H", "H", "H", "H", "H", "H", "H", "H", "H", "H", "H", "H", "O", "P", "N", "C", "C", "N", "C", "C", "N", "C", "C", "H", "H", "H", "H", "H", "H", "H", "H", "H", "H", "H", "H", "H", "H", "H", "H", "H", "H", "O", "P", "N", "C", "C", "N", "C", "C", "N", "C", "C", "H", "H", "H", "H", "H", "H", "H", "H", "H", "H", "H", "H", "H", "H", "H", "H", "H", "H"], "xyz": [[6.365, 0.595, 0.028], [6.134, 0.532, -1.825], [7.253, -0.807, -2.494], [6.660, 2.175, -2.511], [4.528, 0.344, -2.279], [3.793, -0.679, -1.658], [2.442, -0.782, -2.374], [1.397, 0.112, -1.692], [0.385, 0.653, -2.685], [-0.573, 1.532, -2.102], [-0.665, 1.391, -0.701], [-0.635, -0.035, -0.231], [0.701, -0.662, -0.593], [7.381, 0.967, 0.178], [5.687, 1.285, 0.530], [6.334, -0.381, 0.511], [7.631, -1.456, -1.704], [6.786, -1.449, -3.239], [8.130, -0.338, -2.940], [7.704, 2.371, -2.279], [6.518, 2.185, -3.593], [6.037, 2.983, -2.129], [4.316, -1.640, -1.682], [3.622, -0.452, -0.595], [2.576, -0.362, -3.367], [2.096, -1.815, -2.446], [1.952, 0.938, -1.251], [-0.162, -0.177, -3.152], [0.898, 1.199, -3.472], [0.143, 1.937, -0.203], [-1.591, 1.873, -0.399], [-1.411, -0.650, -0.677], [-0.703, -0.031, 0.853], [1.297, -0.635, 0.234], [0.598, -1.629, -0.892], [0.851, 1.934, 2.596], [0.738, 2.755, 3.850], [2.100, 3.784, 3.668], [3.318, 3.862, 4.444], [2.080, 4.621, 2.483], [0.856, 1.592, 5.066], [1.634, 1.746, 6.283], [0.852, 0.192, 4.647], [-0.164, 3.854, 4.828], [-1.572, 3.975, 4.392], [0.360, 5.156, 5.225], [3.526, 4.899, 4.736], [4.185, 3.494, 3.881], [3.261, 3.291, 5.363], [1.352, 5.440, 2.565], [1.828, 4.044, 1.589], [3.059, 5.070, 2.318], [2.699, 1.558, 6.112], [1.292, 1.030, 7.032], [1.504, 2.733, 6.725], [1.825, -0.128, 4.251], [0.096, 0.014, 3.889], [0.605, -0.435, 5.505], [-1.667, 4.500, 3.436], [-2.161, 4.506, 5.137], [-2.010, 2.979, 4.280], [0.570, 5.834, 4.394], [1.254, 5.049, 5.835], [-0.393, 5.630, 5.856], [-5.778, -1.927, -1.253], [-5.450, -2.912, -2.306], [-4.916, -4.298, -1.470], [-3.616, -4.922, -1.433], [-5.895, -4.867, -0.555], [-4.222, -2.093, -3.171], [-3.050, -2.719, -3.736], [-3.914, -0.742, -2.725], [-6.076, -3.678, -3.704], [-7.398, -3.144, -4.095], [-6.026, -5.125, -3.876], [-3.694, -5.999, -1.625], [-3.130, -4.794, -0.457], [-2.946, -4.526, -2.187], [-6.707, -5.380, -1.088], [-6.346, -4.097, 0.075], [-5.422, -5.595, 0.101], [-2.273, -2.908, -2.979], [-2.610, -2.069, -4.497], [-3.292, -3.655, -4.242], [-3.293, -0.741, -1.815], [-4.816, -0.177, -2.520], [-3.378, -0.201, -3.509], [-8.186, -3.427, -3.390], [-7.676, -3.499, -5.086], [-7.357, -2.054, -4.139], [-6.583, -5.692, -3.125], [-4.997, -5.482, -3.902], [-6.458, -5.354, -4.851]], "atomic_forces_ev_per_a": [[-0.11, -0.15, -0.08], [0.77, 0.57, 0.08], [-0.14, -0.23, 0.10], [-0.58, -0.10, -0.27], [0.05, -0.18, 0.44], [-0.27, -0.29, -0.23], [-0.07, 0.47, 0.48], [0.64, -0.21, -0.92], [-0.75, -0.13, 0.25], [0.23, -0.27, -0.05], [0.21, 0.62, -0.03], [-0.11, -0.22, 0.29], [0.12, 0.93, 0.03], [0.04, 0.07, 0.03], [-0.04, -0.01, 0.06], [-0.16, -0.03, 0.07], [-0.07, -0.04, 0.09], [0.01, 0.05, -0.13], [-0.01, 0.03, -0.15], [0.06, 0.07, -0.02], [0.20, 0.00, -0.09], [0.09, 0.08, 0.17], [0.08, -0.02, -0.14], [0.12, 0.03, 0.07], [0.13, -0.33, -0.22], [-0.06, -0.03, -0.14], [-0.25, 0.08, 0.35], [0.12, -0.10, -0.08], [0.16, 0.00, 0.01], [-0.01, 0.05, 0.09], [-0.14, -0.14, 0.08], [-0.10, 0.02, -0.01], [-0.15, -0.16, 0.06], [0.04, -0.19, 0.00], [-0.09, -0.04, 0.09], [-2.74, 0.75, -0.55], [4.36, 0.06, 2.37], [0.00, -0.35, 0.24], [0.07, 0.06, 0.11], [-0.28, -0.09, -0.17], [0.14, -0.71, -0.57], [-0.39, 0.31, 0.41], [0.18, -0.05, -0.16], [-1.64, 0.01, -1.94], [-0.10, -0.41, 0.24], [0.24, 0.17, -0.08], [0.01, 0.00, -0.03], [-0.01, 0.01, 0.00], [-0.06, -0.01, -0.06], [0.08, 0.01, -0.07], [0.02, 0.00, 0.01], [0.04, -0.02, 0.09], [-0.02, -0.05, 0.04], [-0.07, -0.03, -0.05], [0.03, 0.07, -0.14], [-0.01, -0.06, 0.02], [0.02, 0.06, -0.05], [0.05, 0.07, 0.08], [-0.04, 0.08, 0.04], [0.05, -0.01, 0.06], [0.03, 0.01, -0.02], [-0.02, 0.02, 0.05], [0.07, -0.04, -0.12], [-0.07, -0.08, -0.02], [-2.38, -0.03, -0.69], [4.11, -1.22, -0.35], [0.12, 0.27, -0.24], [0.10, -0.12, -0.07], [-0.30, 0.19, 0.03], [0.28, 0.42, 0.55], [-0.19, -0.10, -0.53], [0.10, 0.08, 0.19], [-2.02, 0.57, 0.82], [0.17, 0.33, -0.17], [0.06, -0.21, 0.15], [-0.02, 0.01, 0.04], [-0.03, -0.01, 0.00], [-0.10, 0.01, 0.03], [0.03, -0.03, 0.09], [0.03, 0.01, -0.01], [0.09, 0.00, -0.05], [0.04, 0.04, -0.08], [-0.06, 0.05, 0.00], [-0.06, -0.07, 0.14], [-0.02, 0.11, 0.01], [-0.04, -0.08, 0.15], [0.08, -0.18, -0.08], [-0.03, -0.05, -0.06], [0.09, -0.04, -0.02], [0.00, -0.02, 0.05], [0.01, -0.01, -0.04], [0.01, 0.03, 0.15], [-0.03, 0.08, -0.01]], "lowdin_charge": [-0.163, 0.417, -0.150, -0.159, -0.204, -0.271, -0.098, -0.247, -0.133, -0.095, -0.185, -0.060, 0.130, 0.042, 0.033, 0.032, 0.033, 0.034, 0.036, 0.040, 0.038, 0.036, 0.126, 0.115, 0.131, 0.127, 0.165, 0.139, 0.145, 0.121, 0.147, 0.117, 0.132, 0.182, 0.176, -0.329, 0.654, -0.338, -0.119, -0.123, -0.298, -0.124, -0.134, -0.291, -0.120, -0.114, 0.087, 0.085, 0.044, 0.069, 0.062, 0.086, 0.079, 0.085, 0.079, 0.083, 0.057, 0.083, 0.081, 0.081, 0.079, 0.072, 0.073, 0.091, -0.283, 0.622, -0.328, -0.127, -0.112, -0.291, -0.147, -0.130, -0.296, -0.114, -0.117, 0.087, 0.083, 0.035, 0.069, 0.076, 0.085, 0.061, 0.080, 0.080, 0.063, 0.075, 0.082, 0.085, 0.080, 0.081, 0.071, 0.072, 0.088]}



{"formula": "C21H60BF4N4O9", "method": "wB97M-V/def2-TZVPD", "energy_ha": -2156.69130, "charge": -1, "relative_energy_kcal_mol": 2.28, "lumo_energy_ev": 2.591, "spin_multiplicity": 1, "elements": ["B", "F", "F", "F", "F", "C", "C", "O", "O", "H", "H", "H", "H", "H", "H", "C", "C", "O", "O", "H", "H", "H", "H", "H", "H", "C", "O", "H", "H", "H", "H", "C", "C", "C", "O", "C", "N", "H", "H", "H", "H", "H", "H", "H", "H", "H", "H", "H", "C", "C", "C", "O", "C", "N", "H", "H", "H", "H", "H", "H", "H", "H", "H", "H", "H", "C", "C", "C", "O", "C", "N", "H", "H", "H", "H", "H", "H", "H", "H", "H", "H", "H", "C", "C", "C", "O", "C", "N", "H", "H", "H", "H", "H", "H", "H", "H", "H", "H", "H"], "xyz": [[0.283, -0.303, -1.079], [0.340, 0.878, -0.530], [0.688, -1.285, -0.205], [-0.978, -0.661, -1.441], [1.242, -0.405, -2.099], [3.819, -0.847, -4.240], [3.892, -2.272, -3.482], [3.223, -3.235, -4.283], [4.405, 0.109, -3.402], [2.830, -0.488, -4.524], [4.278, -0.904, -5.227], [3.510, -2.052, -2.485], [4.915, -2.637, -3.388], [2.272, -3.226, -4.151], [3.811, 0.335, -2.683], [-1.639, -3.525, -2.451], [-0.109, -3.637, -2.450], [0.466, -2.568, -3.322], [-2.089, -2.796, -3.562], [-2.008, -2.941, -1.608], [-2.174, -4.474, -2.461], [0.159, -4.628, -2.815], [0.408, -3.562, -1.493], [0.893, -1.928, -2.749], [-1.377, -2.215, -3.840], [3.930, 0.835, -0.234], [3.314, 1.475, -1.348], [3.154, 0.192, 0.181], [4.871, 0.301, -0.368], [4.151, 1.554, 0.555], [2.366, 1.550, -1.213], [-4.895, 2.049, -1.118], [-3.992, 0.913, -1.533], [-3.172, 1.128, -2.850], [-2.201, 2.152, -2.688], [-1.179, 2.056, -3.626], [-3.044, 0.695, -0.417], [-5.559, 2.377, -1.918], [-4.444, 2.967, -0.742], [-5.520, 1.778, -0.267], [-4.431, -0.081, -1.450], [-3.733, 1.301, -3.769], [-2.697, 0.188, -3.133], [-0.614, 1.144, -3.432], [-0.469, 2.883, -3.635], [-1.408, 2.135, -4.689], [-2.419, 0.030, -0.850], [-2.437, 1.494, -0.536], [-0.923, 3.956, -0.106], [-0.867, 5.335, 0.646], [-2.071, 6.211, 0.470], [-3.303, 5.539, 0.727], [-4.489, 6.270, 0.336], [-0.664, 5.074, 2.067], [-0.930, 4.102, -1.187], [-1.758, 3.299, 0.136], [-0.102, 3.315, 0.218], [-0.027, 5.821, 0.149], [-2.218, 6.590, -0.542], [-2.135, 7.078, 1.127], [-4.738, 7.151, 0.928], [-5.240, 5.482, 0.382], [-4.433, 6.351, -0.749], [-0.106, 5.849, 2.395], [0.079, 4.391, 2.110], [-0.272, -0.361, 3.092], [-1.040, -1.583, 2.550], [-2.077, -2.064, 3.616], [-3.086, -1.060, 3.563], [-3.993, -1.339, 4.646], [-1.571, -1.262, 1.226], [0.213, 0.253, 2.334], [0.567, -0.713, 3.692], [-0.864, 0.337, 3.684], [-0.350, -2.402, 2.347], [-1.605, -2.071, 4.599], [-2.564, -3.037, 3.556], [-4.518, -0.436, 4.958], [-3.507, -1.773, 5.520], [-4.771, -2.017, 4.296], [-0.718, -1.055, 0.728], [-1.687, -2.163, 0.785], [3.214, -3.297, 4.143], [4.517, -2.921, 3.502], [4.716, -3.037, 2.027], [3.938, -4.064, 1.466], [2.783, -3.741, 0.635], [4.923, -1.627, 4.004], [2.468, -2.551, 3.870], [3.310, -3.481, 5.213], [2.874, -4.266, 3.777], [5.202, -3.702, 3.831], [5.766, -3.053, 1.735], [4.372, -2.095, 1.601], [1.972, -3.560, 1.341], [2.496, -4.516, -0.075], [2.959, -2.775, 0.162], [4.080, -1.089, 4.146], [5.545, -1.144, 3.372]], "atomic_forces_ev_per_a": [[0.73, -2.16, -0.78], [0.19, 3.62, 1.40], [1.36, -1.57, 1.58], [-0.79, -0.37, -1.70], [0.37, 0.44, -1.42], [0.15, -1.19, 0.97], [-0.76, 1.78, -2.15], [0.40, -0.57, 0.40], [1.20, 0.12, -0.72], [-0.71, -0.69, 0.49], [0.84, -0.02, 0.23], [-0.44, -0.54, 0.16], [0.10, 0.38, -0.06], [-0.39, 0.42, 0.28], [-0.44, 0.35, 0.17], [-0.41, 1.27, 0.58], [0.85, 0.61, -0.88], [-0.68, -2.31, 0.38], [-0.61, -0.35, -1.01], [0.29, -0.30, 0.63], [0.38, -0.25, 0.04], [0.28, 0.17, -0.61], [-0.59, 0.20, 0.30], [0.07, 0.49, 0.22], [0.40, 0.16, 0.06], [-1.49, 0.39, 1.22], [1.37, 0.14, -0.43], [0.37, -0.58, 0.24], [-0.27, -0.03, -1.07], [0.02, 0.37, 0.06], [-0.18, -0.29, 0.27], [-1.23, 0.40, -0.14], [1.33, 0.27, 0.75], [-0.55, -0.65, -0.12], [-0.58, 0.52, -0.02], [1.30, -0.12, -0.44], [0.18, 0.86, -1.08], [-0.18, -0.10, -0.19], [0.90, -0.14, -0.29], [-0.10, -0.46, -0.07], [-1.03, 0.24, -1.28], [-0.74, 0.61, 0.05], [0.47, -0.31, 0.54], [0.16, -0.17, -0.29], [-0.03, 0.33, 1.23], [-1.17, -0.65, -0.25], [-0.10, -0.64, 0.96], [0.37, 0.64, 0.77], [-0.55, 0.36, 0.49], [-0.40, -1.81, -0.85], [-2.27, 0.44, -0.44], [-0.54, -0.10, 0.49], [1.10, -2.55, -0.57], [1.10, 0.36, 0.09], [0.18, -0.11, 0.04], [-0.48, 0.62, 0.15], [0.54, 0.36, -0.33], [0.24, 0.50, 0.21], [0.80, 0.13, -0.47], [0.94, 0.33, 0.25], [0.22, 0.09, -0.17], [-0.45, 0.33, 0.72], [0.10, 1.21, -0.19], [-0.37, 0.78, 0.56], [-0.16, -0.90, 0.07], [0.47, -0.18, 0.26], [0.11, -0.41, 0.26], [0.22, 1.65, -1.24], [-0.61, -0.64, 2.06], [-0.33, 0.55, -0.90], [-0.19, -0.47, 0.53], [-0.28, -0.24, -0.48], [-0.03, -0.04, 0.41], [-0.27, -0.27, 0.01], [0.59, -0.26, 0.80], [0.33, 0.19, 0.24], [0.23, -0.40, -0.83], [0.24, 0.23, -0.14], [0.21, 0.00, 0.03], [-0.04, -0.36, 0.01], [-0.26, 0.72, 0.23], [-0.95, -0.48, -0.21], [-0.66, -0.67, -0.84], [1.58, -1.24, 1.22], [-2.41, 1.41, -1.70], [0.20, -1.54, -1.10], [0.73, 1.24, 1.72], [0.18, 0.05, 0.47], [-0.37, 0.02, 0.41], [0.09, 0.71, 0.06], [-0.07, 0.07, -0.37], [0.45, 0.03, 0.81], [0.19, -0.68, 0.15], [-0.22, 0.45, -0.29], [-0.44, -0.13, -0.18], [0.59, -0.11, 0.19], [-0.01, -0.12, -0.46], [0.13, 0.43, -0.11], [-0.04, 0.15, -0.04]], "lowdin_charge": [-1.495, 0.256, 0.133, 0.166, 0.126, -0.234, -0.207, -0.087, -0.088, 0.107, 0.104, 0.096, 0.110, 0.044, 0.020, -0.246, -0.138, -0.098, -0.076, 0.096, 0.113, 0.108, 0.104, 0.029, 0.061, -0.129, -0.125, 0.074, 0.085, 0.071, 0.066, -0.074, -0.384, -0.177, -0.180, -0.126, 0.054, 0.066, 0.063, 0.072, 0.135, 0.115, 0.103, 0.084, 0.084, 0.082, 0.021, 0.031, -0.032, -0.416, -0.216, -0.214, -0.093, 0.043, 0.075, 0.066, 0.063, 0.126, 0.114, 0.117, 0.083, 0.080, 0.081, 0.062, 0.060, -0.040, -0.391, -0.201, -0.181, -0.112, 0.062, 0.069, 0.055, 0.079, 0.114, 0.106, 0.114, 0.081, 0.075, 0.080, 0.012, 0.070, -0.054, -0.477, -0.222, -0.197, -0.050, 0.044, 0.070, 0.083, 0.079, 0.128, 0.128, 0.105, 0.071, 0.086, 0.069, 0.064, 0.065]}



Among the records above, which one has the highest charge?
C21H58N7O4P2Si



Which of these has the highest charge?
C21H58N7O4P2Si



Among the records above, which one has the highest charge?
C21H58N7O4P2Si